The following is a DFT calculation (wB97M-V/def2-TZVPD) of a structure of composition C26H45ClF3PTi.

Geometry as XYZ:
```
77
Properties=species:S:1:pos:R:3:forces:R:3
Ti -0.010264 0.456541 1.019642 0.6 2.8 -2.9
Cl -2.163585 0.711810 0.135687 0.0 -0.1 0.2
P 0.138111 0.340914 -2.161693 0.1 0.2 -1.0
C 0.110470 2.007695 1.930501 0.1 -1.1 2.5
H 0.979974 1.720466 2.651394 -0.8 0.7 -1.1
H -0.813751 1.810634 2.597336 0.5 0.6 -0.9
C 1.532552 -0.497178 -3.138065 -0.3 0.0 0.2
C 0.076281 2.154602 -2.703917 -0.2 -0.5 0.0
C 2.882720 0.205092 -2.950105 0.2 0.0 0.1
H 1.580855 -1.465920 -2.604467 0.1 0.2 -0.1
C 4.030679 -0.737414 -3.339620 -0.2 0.0 0.1
H 2.932158 1.102128 -3.584782 0.0 -0.3 0.2
H 3.004885 0.536442 -1.917604 0.1 0.0 -0.2
C 3.897303 -1.236602 -4.783752 0.0 0.2 -0.1
H 4.990743 -0.224743 -3.204088 -0.1 -0.1 0.0
H 4.023007 -1.595221 -2.651392 0.0 0.1 -0.1
C 2.486379 -1.740776 -5.130342 0.1 -0.1 0.3
H 4.163234 -0.417876 -5.469399 -0.1 -0.1 0.1
H 4.620894 -2.040850 -4.959717 -0.1 0.1 -0.1
C 1.355444 -0.825747 -4.630926 0.0 0.2 -0.2
H 2.395944 -1.874969 -6.216526 0.0 0.0 0.2
H 2.349529 -2.734260 -4.676410 0.0 0.1 -0.1
H 1.356683 0.106593 -5.218952 0.0 -0.2 0.2
H 0.397791 -1.321052 -4.824452 0.3 0.1 0.0
C -1.443736 -0.338021 -2.960392 0.1 0.3 0.5
C 0.618543 2.478250 -4.110160 0.0 0.0 -0.1
H -1.005317 2.379937 -2.705820 0.2 0.0 0.1
C 0.413150 3.960545 -4.446085 0.0 0.0 0.1
H 1.691749 2.249291 -4.154136 -0.3 0.2 0.0
H 0.136312 1.865136 -4.887280 0.1 0.2 0.3
C 1.031124 4.885700 -3.388563 0.1 -0.1 -0.1
H 0.845649 4.175447 -5.432809 -0.1 0.0 0.2
H -0.665130 4.159751 -4.515675 0.1 0.0 0.0
C 0.594706 4.532899 -1.969184 -0.2 -0.3 0.2
H 2.125039 4.826439 -3.455838 -0.1 0.0 0.0
H 0.754603 5.922846 -3.606253 0.1 -0.1 0.0
C 0.731176 3.030531 -1.639650 0.2 0.5 0.1
H 1.174574 5.114103 -1.240685 -0.1 -0.1 -0.1
H -0.459448 4.812058 -1.833532 0.1 0.0 0.0
H 1.796091 2.774908 -1.541613 -0.2 0.0 -0.1
H 0.282230 2.848700 -0.648143 0.2 0.0 -0.4
C -1.492016 -1.871299 -2.894962 -0.1 -0.1 -0.2
H -2.193544 0.037344 -2.242453 0.1 -0.2 -0.3
C -2.874494 -2.412591 -3.300731 0.0 0.2 0.2
H -0.727501 -2.307854 -3.555383 -0.2 0.1 0.2
H -1.253682 -2.209234 -1.876684 0.0 0.1 -0.2
C -3.368129 -1.863592 -4.645214 0.2 0.0 -0.1
H -2.841529 -3.507869 -3.337783 0.0 0.1 0.0
H -3.598398 -2.139546 -2.518469 0.1 0.0 -0.1
C -3.243498 -0.337775 -4.754863 -0.1 0.0 0.3
H -2.796743 -2.331494 -5.460348 0.0 0.1 0.1
H -4.415588 -2.149688 -4.793781 0.1 0.0 0.0
C -1.859032 0.188607 -4.345194 0.2 -0.1 -0.3
H -3.466328 -0.016091 -5.780711 0.0 -0.1 0.2
H -3.996775 0.129911 -4.103017 0.1 -0.1 -0.1
H -1.124266 -0.114859 -5.106620 -0.2 0.1 0.2
H -1.888785 1.286192 -4.356468 0.0 -0.3 0.1
C 0.379391 -1.787534 1.342832 0.0 -3.9 0.0
C -0.042784 -1.131124 2.409555 -0.1 1.2 1.3
H 1.399815 -1.739732 0.936676 -0.3 0.1 0.4
C -1.463366 -1.019345 2.915859 -0.1 -0.2 0.9
H 0.665286 -0.572846 2.987362 0.7 0.8 0.1
C -1.776687 -2.479570 3.222256 0.5 -0.2 -0.1
H -1.499002 -0.374581 3.822512 0.2 -0.5 -0.5
H -2.192971 -0.553968 2.225598 0.5 -0.5 0.0
C -1.650561 -3.303345 1.909147 -0.5 0.1 0.3
H -0.990989 -2.805966 3.930610 -0.5 -0.1 -0.1
H -2.748338 -2.580645 3.717783 0.1 -0.3 -0.3
C -0.390548 -3.069363 1.013346 -0.2 0.1 -0.5
H -1.638799 -4.353357 2.210245 -0.3 0.0 -0.3
H -2.567348 -3.102867 1.330150 0.4 -0.2 0.1
H 0.357038 -3.894105 1.228776 -0.7 0.9 -0.5
H -0.686129 -3.122484 -0.064960 0.4 -0.2 0.9
F 2.901761 1.667110 0.195114 -0.4 -0.9 0.5
C 2.343970 0.522730 0.748467 0.1 0.2 -0.2
F 2.982805 -0.519067 0.053510 -0.4 0.4 0.5
F 2.907210 0.443774 2.020609 -0.1 0.0 -0.4
```
Positions in Å, forces in eV/Å.

Calculated values
Kohn-Sham gap (alpha / beta)   7.18 / 7.19 eV
Spin multiplicity   1

The following is a DFT calculation (wB97M-V/def2-TZVPD) of a structure of composition C26H45ClInNOP.

Geometry as XYZ:
```
76
Properties=species:S:1:pos:R:3:forces:R:3
In 0.005021 2.198694 3.467628 -1.0 -0.3 0.5
P -0.160221 0.640578 -0.266729 -0.2 -1.7 2.6
Cl 1.512764 3.563887 2.093011 0.7 0.5 -0.5
C -0.710165 -0.493145 1.030508 3.7 4.1 0.5
H 0.084978 -0.539532 1.863515 -1.4 0.7 -1.3
H -1.628136 -0.120472 1.410100 -1.1 0.4 0.6
C 1.667576 0.832593 -0.201013 -0.3 0.2 -0.9
C -0.856237 2.350444 -0.373491 0.0 0.0 -0.3
C 2.243812 0.907956 -1.649537 -0.5 -0.1 0.3
H 1.816024 1.809560 0.305634 -0.1 -0.4 -0.3
C 3.700320 1.309299 -1.596998 0.4 -0.3 0.3
H 2.119215 -0.081770 -2.141094 0.3 0.6 0.3
H 1.685623 1.635597 -2.266151 0.2 -0.4 0.3
C 4.518766 0.354694 -0.689730 0.0 0.2 -0.5
H 4.098024 1.300755 -2.617710 0.2 0.1 0.1
H 3.773219 2.334530 -1.207820 0.0 -0.1 -0.1
C 3.894457 0.109661 0.683406 -0.1 0.2 -0.1
H 4.635049 -0.603068 -1.217223 0.0 0.1 0.1
H 5.524305 0.773523 -0.566484 0.0 -0.1 0.0
C 2.401416 -0.226317 0.626781 -0.1 -0.3 0.1
H 4.421646 -0.707399 1.187360 0.0 0.2 0.0
H 4.007781 1.012046 1.301092 0.0 -0.2 -0.1
H 2.230957 -1.235191 0.195374 0.1 0.4 0.2
H 2.029676 -0.232266 1.663989 0.0 -0.1 -0.5
C -0.722410 -0.443966 -1.635416 0.0 0.5 -0.7
C -2.388492 2.314829 -0.542261 0.1 0.1 -0.3
H -0.630486 2.833434 0.603262 0.0 -0.5 -0.4
C -2.951653 3.750663 -0.529558 0.1 -0.4 0.3
H -2.642110 1.823458 -1.505498 0.1 0.2 0.3
H -2.851300 1.706004 0.252794 0.2 0.2 -0.2
C -2.233619 4.670827 -1.521907 -0.3 -0.2 -0.1
H -4.025176 3.705920 -0.746987 0.1 0.1 0.0
H -2.853824 4.148657 0.492823 0.0 -0.1 -0.2
C -0.714217 4.620756 -1.432136 0.1 0.1 0.1
H -2.541457 4.394563 -2.535026 0.0 -0.1 -0.1
H -2.577117 5.691832 -1.366578 0.0 0.2 0.0
C -0.167200 3.204320 -1.449407 -0.2 -0.1 0.0
H -0.263436 5.174496 -2.258058 -0.1 0.2 0.0
H -0.376776 5.108107 -0.514051 0.0 0.0 0.1
H -0.310776 2.742460 -2.438606 0.0 0.2 0.2
H 0.909883 3.236155 -1.257751 -0.2 0.0 0.0
C 0.013618 -1.793708 -1.579378 0.1 -0.4 -0.2
H -1.776098 -0.624648 -1.350984 0.2 0.0 0.0
C -0.666896 -2.817777 -2.503894 -0.1 0.3 0.2
H 1.059633 -1.660083 -1.908952 -0.4 -0.1 0.1
H 0.050065 -2.192291 -0.556150 -0.1 0.3 -0.3
C -0.808589 -2.296413 -3.938815 0.2 0.0 0.1
H -0.095191 -3.754067 -2.492685 -0.1 0.1 0.0
H -1.665656 -3.046468 -2.097198 0.2 0.0 -0.1
C -1.401740 -0.888512 -4.009334 0.0 0.1 0.0
H 0.186986 -2.289273 -4.402963 -0.1 0.0 0.0
H -1.429200 -2.987580 -4.516082 0.1 0.0 -0.1
C -0.716841 0.104276 -3.061307 0.1 -0.3 -0.4
H -1.346873 -0.507750 -5.034244 -0.1 -0.1 0.0
H -2.464015 -0.930554 -3.743563 0.0 0.0 0.0
H 0.319650 0.264786 -3.392068 -0.2 0.0 0.0
H -1.229123 1.072035 -3.119451 0.1 -0.2 0.0
C -0.106639 -3.192167 1.953180 -2.1 2.4 -0.6
C -1.249081 -2.352486 1.762382 0.2 -6.7 -0.4
H 0.639416 -3.243282 1.148477 -0.2 0.1 0.3
C -2.428936 -2.621410 2.736422 0.7 0.8 0.2
H -1.613931 -2.152684 0.755394 0.2 -1.1 0.6
C -1.871817 -2.732530 4.161385 -0.4 0.6 -0.1
H -3.147896 -1.791641 2.613277 0.1 -0.2 0.4
H -2.990720 -3.556287 2.515969 0.5 0.5 -0.4
C -0.804238 -3.808057 4.306173 0.2 0.1 0.0
H -1.491962 -1.729881 4.420487 0.1 -0.4 0.2
H -2.679527 -2.976598 4.849488 -0.2 0.2 0.2
C 0.330788 -3.704601 3.290709 0.3 0.1 0.0
H -0.358447 -3.743882 5.290609 0.0 0.1 0.4
H -1.250251 -4.806555 4.257333 -0.2 0.1 -0.2
H 1.173076 -3.118244 3.717935 -0.4 0.0 -0.2
H 0.753471 -4.699351 3.151195 0.1 -0.2 0.0
O 0.940424 -1.093191 5.621661 0.1 0.4 -0.4
C 1.128072 -0.326508 4.718453 0.2 0.3 -0.7
N 1.322734 0.420190 3.786463 0.0 -0.9 1.3
```
Positions in Å, forces in eV/Å.

Calculated values
Net charge   -1
Kohn-Sham gap (alpha / beta)   5.38 / 5.38 eV
Spin multiplicity   1